Record 1
Below is a 3-piece molecular cluster, C19H44N2O9S overall, with properties calculated with the ωB97M-V functional and the def2-TZVPD basis.

Each line ends with the Mulliken charge.
Geometry (Å):
C (2.86061, 4.32961, 8.58890)  -0.779
C (1.87747, 3.35527, 7.98438)  0.684
O (0.70329, 3.34888, 8.25176)  -0.562
O (2.40710, 2.41919, 7.15912)  -0.366
C (3.31804, 2.92095, 6.14813)  -0.173
C (3.16285, 2.07150, 4.88449)  -0.748
C (2.72127, 2.82881, 3.63059)  0.092
C (3.77835, 3.73138, 2.99491)  -0.783
C (4.20968, 4.92679, 3.82300)  -0.753
O (3.02752, 5.69293, 4.12495)  -0.178
S (3.30202, 7.18909, 4.71990)  0.565
O (4.27102, 7.02493, 5.79088)  -0.531
O (1.86675, 7.33920, 5.41144)  -0.426
H (2.50645, 4.59403, 9.58262)  0.314
H (3.85283, 3.88884, 8.65896)  0.320
H (2.91511, 5.23713, 7.98713)  0.126
H (3.08606, 3.96820, 5.96438)  0.198
H (4.33502, 2.85866, 6.54506)  0.248
H (2.39354, 1.33370, 5.11888)  0.354
H (4.09188, 1.53314, 4.68754)  0.299
H (1.80140, 3.38781, 3.81832)  0.373
H (2.45767, 2.07863, 2.88539)  -0.228
H (4.67914, 3.16644, 2.73722)  0.394
H (3.37323, 4.10845, 2.05057)  0.372
H (4.92259, 5.53773, 3.26101)  0.505
H (4.70979, 4.61409, 4.74062)  0.336
H (1.89286, 6.91397, 6.28434)  0.331
C (-3.03720, -2.15797, 0.44625)  -0.702
O (-1.74545, -2.69398, 0.24881)  -0.399
C (-1.28155, -2.61986, -1.09622)  -0.573
C (-0.09092, -1.69623, -1.20229)  -0.290
N (-0.48362, -0.30952, -0.98347)  -0.266
C (0.62825, 0.62694, -0.87910)  -0.913
C (1.57458, 0.47657, 0.30596)  -0.406
O (0.97798, 0.75975, 1.55814)  -0.376
C (0.33000, -0.33083, 2.18972)  -0.712
H (-3.31188, -2.34733, 1.48250)  0.261
H (-3.06777, -1.07744, 0.26571)  0.299
H (-3.77192, -2.64261, -0.20454)  0.326
H (-2.07841, -2.29793, -1.77158)  0.255
H (-0.97640, -3.62462, -1.39792)  0.330
H (0.33767, -1.78984, -2.20429)  0.482
H (0.66209, -2.04184, -0.47961)  0.160
H (-1.03696, -0.25733, -0.13774)  0.091
H (0.20809, 1.63508, -0.84008)  0.417
H (1.21785, 0.56537, -1.79966)  0.407
H (2.37363, 1.21391, 0.18136)  0.379
H (2.05561, -0.50850, 0.33167)  0.353
H (0.80429, -1.28255, 1.93775)  0.349
H (-0.73128, -0.38154, 1.93270)  0.209
H (0.40317, -0.17610, 3.26674)  0.316
C (-5.10605, -5.72709, -6.60817)  -0.737
O (-4.08691, -5.17862, -7.41904)  -0.350
C (-4.39548, -3.90139, -7.96368)  -0.794
C (-3.46373, -2.84646, -7.41168)  -0.205
N (-3.71696, -2.61757, -5.99611)  -0.321
C (-2.74358, -1.75509, -5.33605)  -0.773
C (-1.30993, -2.25836, -5.22221)  -0.563
O (-1.16401, -3.38550, -4.37811)  -0.295
C (-1.34047, -4.64700, -4.99551)  -0.719
H (-4.78902, -6.72896, -6.32455)  0.244
H (-5.27035, -5.13823, -5.69892)  0.308
H (-6.05146, -5.80098, -7.15435)  0.352
H (-5.43713, -3.63766, -7.75997)  0.410
H (-4.26559, -3.95961, -9.04813)  0.391
H (-3.62469, -1.91083, -7.95516)  0.360
H (-2.43440, -3.17685, -7.61131)  0.197
H (-3.73881, -3.51109, -5.52139)  0.112
H (-3.10738, -1.56266, -4.32358)  0.372
H (-2.73024, -0.79075, -5.85361)  0.411
H (-0.72076, -1.46013, -4.76195)  0.338
H (-0.85984, -2.46014, -6.20164)  0.449
H (-1.03684, -4.62770, -6.04528)  0.322
H (-2.37550, -4.99474, -4.93136)  0.242
H (-0.71427, -5.36354, -4.46355)  0.269

Values from the calculation:
HOMO energy = -8.701 eV
E_LUMO = 0.71 eV
Gap between HOMO and LUMO = 9.41 eV

---

Record 2
Below is a 2-piece molecular cluster, C19H44N4O5P overall in a non-equilibrium geometry, with properties calculated with the ωB97M-V functional and the def2-TZVPD basis.

Each line ends with the Mulliken charge.
Geometry (Å):
C (-0.17909, -3.14839, 0.33085)  -1.101
C (-1.41112, -2.17198, 0.29027)  0.022
O (-1.81620, -1.79097, -1.01947)  -0.407
C (-0.73014, -1.28981, -1.77840)  -0.502
C (-1.22572, -0.52400, -3.07481)  -0.038
O (-0.76153, 0.82397, -3.14575)  -0.466
C (0.31197, 0.97371, -4.07102)  0.533
O (1.32719, 0.03845, -3.71130)  -0.547
C (-0.15207, 0.82010, -5.57919)  -1.385
C (0.99767, 1.16346, -6.59808)  1.731
C (1.38169, -0.21812, -7.30621)  -1.725
C (0.41776, 2.08265, -7.74786)  -1.630
N (2.24186, 1.65132, -5.97701)  0.588
O (3.13709, 1.97230, -6.85224)  -0.624
C (2.03726, 2.72594, -4.98678)  1.852
C (1.85168, 4.16637, -5.60059)  -1.628
C (3.39435, 2.80068, -4.14559)  -1.548
C (0.88960, 2.45120, -3.94229)  -1.797
H (-0.21473, -3.85705, -0.54149)  0.306
H (0.81037, -2.62434, 0.24169)  0.270
H (-0.14382, -3.74280, 1.27927)  0.351
H (-1.15703, -1.28736, 0.94310)  0.114
H (-2.25255, -2.68831, 0.81683)  0.347
H (-0.05716, -0.58671, -1.21879)  0.276
H (-0.05972, -2.11712, -2.14935)  0.195
H (-2.34652, -0.49039, -3.00013)  0.349
H (-0.97372, -1.15178, -3.95844)  0.129
H (1.58916, 0.31256, -2.81980)  0.475
H (-0.63066, -0.17578, -5.77333)  0.415
H (-0.98201, 1.56650, -5.69707)  0.252
H (1.73513, -0.88014, -6.46743)  0.363
H (2.17196, -0.03394, -8.06548)  0.408
H (0.45590, -0.68458, -7.71403)  0.446
H (1.17188, 2.74601, -8.22940)  0.328
H (0.06214, 1.38573, -8.55690)  0.424
H (-0.49806, 2.65810, -7.44571)  0.338
H (2.71811, 4.46513, -6.24165)  0.356
H (1.87589, 4.87405, -4.72458)  0.415
H (0.86181, 4.30172, -6.09445)  0.336
H (3.22209, 3.26134, -3.13722)  0.349
H (3.70295, 1.73978, -3.93759)  0.373
H (4.21087, 3.30071, -4.71516)  0.346
H (0.03118, 3.13840, -4.18122)  0.360
H (1.18448, 2.60612, -2.87923)  0.338
O (-1.83420, -2.01279, 4.21968)  -0.808
P (-1.75895, -1.18142, 5.51032)  0.833
N (-0.56307, -0.08981, 4.95672)  0.430
C (0.87476, -0.19208, 5.03824)  -1.135
C (-0.97516, 0.79802, 3.87637)  -1.175
N (-1.20616, -2.48606, 6.48870)  0.240
C (0.09830, -2.60668, 7.09980)  -1.181
C (-1.67056, -3.81899, 6.10176)  -1.061
N (-1.91780, -0.23184, 6.98002)  -0.073
C (-1.17781, 0.94214, 7.39742)  -0.812
C (-2.73579, -0.78175, 8.05941)  -1.013
H (1.30344, 0.81169, 5.14934)  0.392
H (1.31488, -0.65708, 4.14483)  0.279
H (1.23635, -0.73106, 5.90564)  0.341
H (-1.72448, 1.51172, 4.24122)  0.345
H (-1.41477, 0.24384, 3.04065)  0.178
H (-0.14337, 1.38126, 3.47748)  0.439
H (0.87182, -2.85276, 6.36287)  0.335
H (0.09973, -3.40361, 7.85095)  0.399
H (0.37567, -1.70411, 7.64785)  0.248
H (-1.07275, -4.23698, 5.28366)  0.289
H (-2.71339, -3.79068, 5.78588)  0.325
H (-1.62294, -4.51007, 6.94870)  0.362
H (-0.17483, 0.67703, 7.74488)  0.232
H (-1.68152, 1.45782, 8.22087)  0.359
H (-1.10241, 1.68908, 6.60798)  0.240
H (-2.11080, -1.26914, 8.81350)  0.305
H (-3.44664, -1.51442, 7.67771)  0.318
H (-3.32773, -0.00404, 8.55059)  0.379

Values from the calculation:
Expectation value of S² = 0.75
HOMO energy = -8.074 eV
E_LUMO = -0.42 eV
2S+1 = 2
Gap between HOMO and LUMO = 7.65 eV

---

Record 3
Below is C19H44NO2P2PrS as an isolated structure in a non-equilibrium geometry, with properties calculated with the ωB97M-V functional and the def2-TZVPD basis.

Each line ends with the Mulliken charge.
Geometry (Å):
Pr (-0.08852, -0.79254, 0.80274)  1.011
P (0.03886, 2.13891, 1.48768)  0.378
P (-1.44439, -2.02869, -1.50592)  -0.062
N (-1.99047, 0.76085, -0.31645)  0.153
C (-1.59006, 2.88291, 1.09488)  -0.666
H (-2.08955, 3.21568, 2.02867)  0.428
H (-1.40974, 3.78111, 0.47069)  0.179
C (-2.57097, 1.96061, 0.30752)  -1.228
H (-3.34674, 1.65570, 1.03235)  0.324
H (-3.11559, 2.53055, -0.46401)  0.669
C (-2.96036, 0.32001, -1.42811)  -1.253
H (-2.56822, 0.75139, -2.36764)  0.301
H (-3.96983, 0.73028, -1.25826)  0.649
C (-3.07742, -1.19782, -1.45985)  -0.839
H (-3.66865, -1.56041, -2.30315)  0.526
H (-3.57748, -1.54154, -0.54646)  0.452
C (-1.89694, -3.81588, -1.15764)  0.645
C (-1.91063, -4.05512, 0.36461)  -1.376
H (-2.55872, -3.34506, 0.89954)  0.329
H (-0.89414, -3.96326, 0.79420)  0.174
H (-2.28469, -5.06964, 0.57579)  0.484
C (-1.02078, -1.90113, -3.30190)  0.660
C (0.47052, -2.22321, -3.55811)  -1.277
H (0.88899, -1.49179, -4.27128)  0.392
H (0.59671, -3.23742, -3.96954)  0.366
H (1.08725, -2.14967, -2.64728)  0.076
C (1.22009, 3.36889, 0.67523)  0.770
C (2.67550, 3.11210, 1.09634)  -1.334
H (3.36232, 3.73434, 0.49711)  0.536
H (2.97193, 2.05931, 0.97391)  0.015
H (2.84358, 3.39059, 2.14413)  0.244
C (0.18885, 2.30765, 3.34739)  0.608
C (1.32602, 1.40811, 3.84643)  -1.158
H (1.39789, 1.48008, 4.94108)  0.473
H (2.29676, 1.70671, 3.43221)  0.229
H (1.17693, 0.34456, 3.60977)  0.104
C (-1.62692, -0.37731, 2.57716)  0.531
O (-2.42478, -0.27538, 3.41619)  -0.218
C (-1.99666, -2.69014, -4.19554)  -1.640
H (-2.77905, -3.23244, -3.64325)  0.435
H (-2.49525, -1.99595, -4.88715)  0.263
H (-1.45612, -3.41916, -4.81257)  0.434
C (0.84516, 4.86172, 0.81718)  -1.518
H (1.73908, 5.49322, 0.70471)  0.413
H (0.17006, 5.16639, 0.00746)  0.450
H (0.38611, 5.11946, 1.78208)  0.233
C (0.33473, 3.73200, 3.88346)  -1.764
H (0.37841, 3.70790, 4.98402)  0.506
H (1.25591, 4.21370, 3.53611)  0.324
H (-0.51766, 4.36312, 3.61214)  0.366
C (-0.97005, -4.82754, -1.85827)  -1.395
H (0.09557, -4.61244, -1.66567)  0.268
H (-1.17893, -5.83411, -1.45963)  0.457
H (-1.13666, -4.85977, -2.94579)  0.259
H (-2.92092, -3.91106, -1.57357)  0.440
H (-0.75950, 1.90313, 3.73853)  0.416
H (-1.16380, -0.82041, -3.48701)  0.611
H (1.14051, 3.09433, -0.39394)  0.201
H (-0.78441, 1.13251, -1.07909)  0.352
H (-0.31462, 1.49784, -1.67368)  -0.478
C (4.43407, -2.16665, 1.09337)  -1.011
S (3.67061, -0.63328, 0.67529)  0.435
C (4.31614, -0.42881, -0.99353)  -1.024
O (2.18104, -0.99716, 0.36919)  -0.603
H (5.42513, -1.96836, 1.50014)  0.393
H (4.47930, -2.74024, 0.16589)  0.351
H (3.83752, -2.64010, 1.87499)  0.387
H (5.23245, 0.17012, -0.90391)  0.434
H (4.54172, -1.40235, -1.45727)  0.402
H (3.55348, 0.11003, -1.57474)  0.309

Values from the calculation:
Expectation value of S² = 2.07
HOMO energy (spin up / spin down) = -12.477 / -12.985 eV
E_LUMO (spin up / spin down) = -7.20 / -7.08 eV
2S+1 = 3
Net charge = +2
Gap between HOMO and LUMO (spin up / spin down) = 5.28 / 5.90 eV

---

no.,energy (eV)
1,-52656.1004
2,-45897.3143
3,-69466.6929